## w
DFT (ωB97M-V/def2-TZVPD) results for C30H29Br2CeClN7O2S2 as an isolated structure.

The HOMO energy (alpha / beta) comes out at -7.2 / -7.2 eV. For the frontier orbital gap (alpha / beta), the calculation gives 0.262 / 0.262 hartree. As for the total charge: 0. Its multiplicity is 2.

```
74
C30H29Br2CeClN7O2S2, DFT ωB97M-V/def2-TZVPD
Ce 0.406 0.545 -0.047
O -1.334 -1.670 4.871
C -2.290 -0.743 4.561
C -3.330 -0.577 5.469
C -4.358 0.305 5.200
C -4.347 1.061 4.040
C -3.305 0.910 3.146
C -2.281 0.007 3.384
C -1.206 -0.164 2.325
O -1.121 0.798 1.433
N -1.536 -1.477 1.634
N -0.760 -1.749 0.592
C -0.484 -2.968 0.293
C 0.345 -3.327 -0.814
Br 0.393 -1.999 -2.217
C 1.037 -4.471 -0.925
C 1.191 -5.425 0.168
C 1.345 -5.015 1.496
C 1.504 -5.948 2.504
C 1.538 -7.298 2.202
C 1.411 -7.718 0.889
C 1.245 -6.790 -0.120
H -0.562 -1.552 4.304
H -3.320 -1.162 6.375
H -5.165 0.412 5.909
H -5.149 1.753 3.829
H -3.247 1.486 2.234
H -0.206 -0.359 2.845
H -1.769 -2.261 2.253
H -0.885 -3.793 0.891
H 1.537 -4.709 -1.853
H 1.406 -3.962 1.724
H 1.614 -5.624 3.530
H 1.689 -8.021 2.987
H 1.446 -8.770 0.653
H 1.149 -7.115 -1.145
S 0.535 3.423 0.273
C 1.018 2.840 1.811
C 0.820 3.573 2.994
C 1.238 3.044 4.189
C 1.860 1.794 4.208
C 2.030 1.138 3.007
N 1.632 1.631 1.832
H 0.326 4.529 2.935
H 1.099 3.599 5.105
H 2.205 1.345 5.125
H 2.530 0.173 2.962
C 1.828 0.019 -5.854
C 1.671 1.458 -5.348
C 2.106 1.544 -3.932
N 1.370 1.234 -2.931
N 1.988 1.276 -1.739
C 3.244 1.631 -1.815
N 4.033 1.765 -0.746
S 3.751 1.955 -3.461
H 1.390 -0.068 -6.844
H 1.325 -0.675 -5.184
H 2.879 -0.254 -5.913
H 0.622 1.751 -5.417
H 2.273 2.131 -5.960
H 3.691 1.373 0.125
H 5.023 1.897 -0.858
Br -2.844 1.309 -5.536
C -2.636 1.736 -3.703
C -3.408 2.729 -3.120
C -3.190 3.002 -1.780
C -2.224 2.281 -1.090
N -1.500 1.312 -1.656
C -1.704 1.046 -2.943
H -4.152 3.263 -3.693
H -3.761 3.768 -1.279
H -2.018 2.484 -0.044
H -1.110 0.256 -3.385
Cl 2.340 -1.140 0.490
```



## x
DFT (ωB97M-V/def2-TZVPD) results for C30H29Br2CeClN7O2S2 as an isolated structure.

The HOMO energy (alpha / beta) comes out at -7.4 / -7.4 eV. For the frontier orbital gap (alpha / beta), the calculation gives 0.265 / 0.265 hartree. As for the total charge: 0. Its multiplicity is 2.

```
74
C30H29Br2CeClN7O2S2, DFT ωB97M-V/def2-TZVPD
Ce 0.142 0.318 1.169
O -2.811 1.527 4.009
C -3.639 0.849 3.172
C -4.560 -0.042 3.706
C -5.376 -0.776 2.864
C -5.274 -0.635 1.487
C -4.363 0.269 0.964
C -3.545 1.031 1.789
C -2.595 2.097 1.275
O -1.337 1.997 1.844
N -2.473 2.138 -0.172
N -1.726 1.188 -0.784
C -1.910 1.053 -2.044
C -1.107 0.216 -2.933
Br 0.501 -0.444 -2.219
C -1.531 0.012 -4.189
C -0.935 -0.754 -5.286
C 0.439 -0.843 -5.511
C 0.922 -1.578 -6.580
C 0.050 -2.236 -7.434
C -1.319 -2.140 -7.228
C -1.806 -1.396 -6.169
H -2.019 1.732 3.475
H -4.590 -0.166 4.780
H -6.082 -1.478 3.286
H -5.902 -1.217 0.826
H -4.287 0.386 -0.112
H -3.037 3.086 1.510
H -3.287 2.451 -0.688
H -2.700 1.615 -2.548
H -2.496 0.452 -4.425
H 1.132 -0.321 -4.869
H 1.989 -1.634 -6.751
H 0.434 -2.812 -8.265
H -2.010 -2.639 -7.894
H -2.875 -1.314 -6.017
S 2.950 0.529 0.110
C 2.360 2.100 -0.392
C 3.150 2.996 -1.137
C 2.635 4.225 -1.470
C 1.341 4.575 -1.074
C 0.617 3.647 -0.359
N 1.113 2.448 -0.036
H 4.146 2.698 -1.427
H 3.240 4.920 -2.040
H 0.915 5.537 -1.316
H -0.396 3.830 -0.019
C 4.792 -1.756 3.715
C 4.704 -0.473 4.527
C 3.523 0.363 4.137
N 2.587 -0.066 3.370
N 1.615 0.876 3.153
C 1.825 2.004 3.764
N 1.002 3.063 3.639
S 3.296 2.000 4.677
H 5.677 -2.321 4.003
H 4.852 -1.535 2.650
H 3.916 -2.383 3.872
H 5.610 0.124 4.395
H 4.638 -0.697 5.596
H 0.135 2.949 3.120
H 1.077 3.843 4.262
Br 3.669 -4.909 1.095
C 1.992 -4.185 0.631
C 1.011 -4.969 0.051
C -0.205 -4.377 -0.252
C -0.380 -3.032 0.026
N 0.583 -2.282 0.561
C 1.741 -2.843 0.882
H 1.191 -6.015 -0.151
H -1.009 -4.948 -0.693
H -1.320 -2.536 -0.187
H 2.491 -2.210 1.345
Cl -1.103 -1.183 2.937
```



Which is the most stable structure? x is the most stable.



## w
DFT (ωB97M-V/def2-TZVPD) results for C2H5NO as an isolated structure.

The HOMO energy comes out at -10.0 eV. For the frontier orbital gap, the calculation gives 0.381 hartree. As for the total charge: 0.

```
9
C2H5NO, DFT ωB97M-V/def2-TZVPD
C -1.192 0.151 0.263
N 0.460 0.623 -0.633
C 1.452 -0.211 -0.122
O 1.396 -1.104 0.700
H -0.767 -0.272 1.158
H -1.683 1.115 0.359
H -1.868 -0.583 -0.228
H -0.478 0.195 -0.915
H 2.417 0.143 -0.562
```



## x
DFT (ωB97M-V/def2-TZVPD) results for C2H5NO as an isolated structure.

The HOMO energy comes out at -9.9 eV. For the frontier orbital gap, the calculation gives 0.368 hartree. As for the total charge: 0.

```
9
C2H5NO, DFT ωB97M-V/def2-TZVPD
C -1.354 -0.468 -0.007
C 0.106 0.172 -0.090
H -1.325 -1.493 -0.663
H -2.296 0.565 -0.291
H -1.360 -0.711 1.432
H 0.804 -1.749 -0.748
H 2.058 -0.440 -0.092
N 1.100 -0.760 0.160
O 0.238 1.366 -0.021
```



Which is the most stable structure? w is the most stable.



## w
DFT (ωB97M-V/def2-TZVPD) results for one molecule with the formula C2H5NO.

The HOMO energy comes out at -9.6 eV. For the frontier orbital gap, the calculation gives 0.397 hartree. The SMILES is C=NOC. As for the total charge: 0.

```
9
C2H5NO, DFT ωB97M-V/def2-TZVPD
C -0.327 -0.594 -1.758
N -0.457 -0.546 -0.485
O 0.296 0.487 -0.002
C 0.281 0.482 1.449
H 0.288 0.167 -2.295
H -0.870 -1.388 -2.264
H 1.322 0.513 1.786
H -0.228 -0.462 1.800
H -0.304 1.341 1.768
```



## x
DFT (ωB97M-V/def2-TZVPD) results for C2H5NO as an isolated structure.

The HOMO energy comes out at -9.2 eV. For the frontier orbital gap, the calculation gives 0.353 hartree. As for the total charge: 0.

```
9
C2H5NO, DFT ωB97M-V/def2-TZVPD
C 0.271 -0.488 0.449
C -1.030 -0.132 -0.155
N 1.732 0.769 0.108
O 1.407 -0.604 -0.320
H 0.381 -0.725 1.497
H -0.894 0.532 -1.006
H -1.698 0.320 0.572
H -1.495 -1.047 -0.532
H 1.326 1.375 -0.612
```



Which is the most stable structure? w is the most stable.



## w
DFT (ωB97M-V/def2-TZVPD) results for C2H5NO as an isolated structure.

The HOMO energy comes out at -10.6 eV. For the frontier orbital gap, the calculation gives 0.408 hartree. As for the total charge: 0.

```
9
C2H5NO, DFT ωB97M-V/def2-TZVPD
C 0.319 0.131 0.222
N 1.070 0.825 -0.653
C -0.983 -0.257 -0.323
O 0.386 -0.345 1.546
H 1.877 1.299 -0.281
H 1.174 -0.559 0.707
H -1.804 0.477 0.012
H -1.194 -1.281 0.151
H -0.845 -0.288 -1.381
```



## x
DFT (ωB97M-V/def2-TZVPD) results for one molecule with the formula C2H5NO.

The HOMO energy comes out at -9.6 eV. For the frontier orbital gap, the calculation gives 0.389 hartree. The SMILES is NCC=O. As for the total charge: 0.

```
9
C2H5NO, DFT ωB97M-V/def2-TZVPD
N 0.953 -0.910 -0.046
C 0.391 0.382 0.072
C -1.090 0.376 0.257
O -1.769 -0.630 0.221
H 0.242 -1.593 -0.292
H 1.751 -0.970 -0.663
H 0.120 0.970 -0.926
H 0.905 1.023 0.794
H -1.502 1.350 0.584
```



## y
DFT (ωB97M-V/def2-TZVPD) results for a 2-piece molecular cluster, C2H5NO overall.

The HOMO energy comes out at -9.1 eV. For the frontier orbital gap, the calculation gives 0.363 hartree. As for the total charge: 0.

```
9
C2H5NO, DFT ωB97M-V/def2-TZVPD
C -0.636 -1.277 0.049
C 0.110 0.920 -0.138
N -0.960 -0.043 0.008
O -2.104 0.462 -0.143
H -1.392 -2.072 -0.034
H 0.347 -1.550 0.260
H 1.495 0.448 -0.049
H 0.407 1.347 -1.088
H 0.088 1.642 0.626
```



Which is the most stable structure? x is the most stable.



## w
DFT (ωB97M-V/def2-TZVPD) results for an isolated ion of composition C2H7N4O and charge +1.

The HOMO energy (alpha / beta) comes out at -12.8 / -12.8 eV. For the frontier orbital gap (alpha / beta), the calculation gives 0.270 / 0.270 hartree. The SMILES is [NH2+]=NCC(=[NH2+])N[O-]. As for the total charge: +1.

```
14
C2H7N4O, DFT ωB97M-V/def2-TZVPD
N 2.130 -0.367 0.377
N 1.045 -0.898 0.425
C 0.181 -0.737 -0.647
C -0.686 0.310 -0.067
N -1.903 0.048 0.361
N -0.140 1.481 0.170
O 1.017 1.806 -0.289
H 2.206 0.411 -0.415
H 2.723 -0.554 1.124
H -0.107 -1.766 -0.855
H 0.580 -0.360 -1.639
H -2.206 -0.916 0.161
H -2.594 0.505 0.966
H -0.788 2.152 0.530
```



## x
DFT (ωB97M-V/def2-TZVPD) results for C2H7N4O as an isolated structure.

The HOMO energy comes out at -13.7 eV. For the frontier orbital gap, the calculation gives 0.378 hartree. As for the total charge: +1.

```
14
C2H7N4O, DFT ωB97M-V/def2-TZVPD
C -1.457 -1.025 0.219
C 1.918 -0.202 -0.234
N 2.953 0.556 0.047
N -0.424 -0.655 0.942
N 0.461 0.388 0.730
N -1.809 -0.560 -0.964
O 1.731 -1.084 -0.990
H -1.997 -1.801 0.627
H 3.100 0.895 1.053
H 3.774 0.284 -0.529
H -0.105 -1.313 1.716
H 0.838 0.560 1.736
H -2.674 -0.966 -1.305
H -1.532 0.227 -1.494
```



Which is the most stable structure? x is the most stable.



## w
DFT (ωB97M-V/def2-TZVPD) results for an isolated ion of composition C2H7N4O and charge +1.

The HOMO energy (alpha / beta) comes out at -14.3 / -14.3 eV. For the frontier orbital gap (alpha / beta), the calculation gives 0.326 / 0.326 hartree. The SMILES is [H]/N=[NH+]/[C@H](C=O)NN. As for the total charge: +1.

```
14
C2H7N4O, DFT ωB97M-V/def2-TZVPD
H 1.313 -2.243 1.326
N 1.263 -1.750 0.380
N 0.225 -1.034 0.321
C 0.121 -0.098 -0.740
C 1.507 0.664 -0.518
O 2.305 0.111 0.094
N -1.002 0.810 -0.567
N -1.513 0.715 0.698
H -0.444 -0.744 1.113
H 0.247 -0.555 -1.810
H 1.645 1.711 -0.980
H -1.733 0.839 -1.314
H -2.230 -0.049 0.808
H -1.703 1.623 1.189
```



## x
DFT (ωB97M-V/def2-TZVPD) results for a 2-piece molecular cluster, C2H7N4O overall.

The HOMO energy comes out at -14.5 eV. For the frontier orbital gap, the calculation gives 0.337 hartree. As for the total charge: +1.

```
14
C2H7N4O, DFT ωB97M-V/def2-TZVPD
C 0.190 -1.336 -0.009
C 0.166 0.632 1.412
N 1.476 -1.171 0.220
N -2.619 1.113 0.168
N -0.799 -1.881 -0.646
N 0.330 -0.739 1.155
O -2.816 -0.110 0.296
H 0.494 1.163 0.450
H -0.887 0.796 1.417
H 0.506 0.870 2.401
H 2.120 -0.466 -0.269
H -3.503 1.665 0.042
H -0.597 -2.307 -1.607
H -1.696 -1.526 -0.262
```



## y
DFT (ωB97M-V/def2-TZVPD) results for an isolated ion of composition C2H7N4O and charge +1.

The HOMO energy (alpha / beta) comes out at -12.4 / -12.2 eV. For the frontier orbital gap (alpha / beta), the calculation gives 0.311 / 0.264 hartree. As for the total charge: +1.

```
14
C2H7N4O, DFT ωB97M-V/def2-TZVPD
C 0.050 0.561 0.449
C -2.252 0.437 -0.473
N 0.499 -1.773 -0.305
N -1.178 0.956 0.163
N 0.822 1.530 1.087
N 1.601 -2.328 -0.736
O 0.705 -0.386 -0.122
H -2.447 -0.586 -0.439
H -3.099 1.080 -0.811
H -1.177 1.928 0.328
H 1.831 1.352 0.973
H 0.618 2.020 1.980
H 1.527 -3.142 -1.265
H 2.498 -1.649 -0.831
```



## z
DFT (ωB97M-V/def2-TZVPD) results for an isolated ion of composition C2H7N4O and charge +1.

The HOMO energy comes out at -13.3 eV. For the frontier orbital gap, the calculation gives 0.349 hartree. The SMILES is N=C=NONC[NH3+]. As for the total charge: +1.

```
14
C2H7N4O, DFT ωB97M-V/def2-TZVPD
N -1.367 1.207 3.681
C -1.008 0.710 2.646
N -0.429 0.589 1.582
O 0.010 -0.573 0.963
N 0.939 -0.264 -0.011
C 0.436 0.238 -1.288
N 0.341 -1.127 -2.086
H -2.329 1.448 3.760
H 1.742 0.424 0.427
H -0.416 0.759 -1.328
H 1.145 0.769 -1.820
H 0.938 -1.749 -1.524
H 0.655 -0.961 -3.123
H -0.656 -1.470 -1.880
```



Which is the most stable structure? w is the most stable.